Below is C38H33BCl3F5InN6O3SSbSi as an isolated structure, with properties calculated with ωB97M-V with the def2-TZVPD basis set.

```
93
Properties=species:S:1:pos:R:3
In -0.284 -2.272 -2.319
O -0.187 -3.419 -0.424
C -1.161 -4.304 -0.208
C -1.676 -4.490 1.081
C -2.600 -5.439 1.373
C -3.004 -6.408 0.415
C -2.507 -6.273 -0.858
C -1.752 -5.142 -1.212
C -1.538 -4.958 -2.627
N -0.733 -4.119 -3.323
C -0.933 -4.278 -4.656
C -1.786 -5.337 -4.823
N -2.178 -5.777 -3.575
H -1.156 -3.985 1.885
H -3.018 -5.556 2.395
H -3.625 -7.254 0.686
H -2.697 -7.062 -1.596
H -0.340 -3.751 -5.370
H -2.255 -5.639 -5.715
H -2.865 -6.532 -3.368
F 0.560 3.057 8.806
C 0.543 2.471 7.650
C 1.113 3.117 6.552
C 1.334 2.349 5.392
C 0.897 1.027 5.338
C 0.284 0.416 6.434
C 0.010 1.170 7.580
Sb 0.930 0.159 3.301
C 2.636 0.822 2.092
C 2.562 2.040 1.416
C 3.732 2.570 0.821
C 4.948 1.868 1.040
F 6.074 2.442 0.580
C 5.001 0.650 1.652
C 3.782 0.055 2.139
C 1.569 -1.944 3.584
C 1.489 -2.957 2.592
C 2.162 -4.178 2.787
C 2.988 -4.402 3.870
F 3.605 -5.585 4.076
C 3.188 -3.364 4.822
C 2.457 -2.180 4.692
H 1.550 4.075 6.686
H 1.776 2.765 4.497
H 0.083 -0.636 6.398
H -0.571 0.767 8.367
H 1.591 2.482 1.234
H 3.754 3.538 0.302
H 5.971 0.166 1.796
H 3.814 -0.937 2.464
H 0.929 -2.766 1.681
H 2.012 -4.916 2.027
H 3.789 -3.460 5.704
H 2.661 -1.430 5.462
O -1.269 4.419 -5.641
C -1.654 5.666 -5.123
N -1.392 5.887 -3.687
C -1.092 4.894 -2.846
O -0.754 3.772 -3.266
C -1.195 5.275 -1.445
C -1.699 6.488 -0.928
C -1.810 6.624 0.451
C -1.410 5.574 1.258
N -0.803 4.495 0.780
C -0.709 4.333 -0.564
H -0.816 3.858 -4.845
H -2.759 5.834 -5.317
H -1.080 6.439 -5.712
H -1.781 6.757 -3.409
H -1.968 7.340 -1.571
H -2.186 7.542 0.962
H -1.551 5.579 2.366
H -0.228 3.466 -0.962
Cl 2.954 -1.199 -4.145
Si 1.624 -0.470 -2.830
Cl 2.312 1.416 -2.241
Cl 5.381 -2.236 -1.013
F 4.299 -2.974 1.256
B 5.199 -3.290 0.329
F 5.955 -4.325 0.641
C -5.167 0.506 -3.593
N -3.845 0.872 -4.072
C -3.490 1.803 -5.144
C -2.159 1.742 -5.265
N -1.693 0.827 -4.304
C -2.702 0.269 -3.598
S -2.579 -0.721 -2.193
H -5.718 1.358 -3.237
H -4.968 -0.169 -2.725
H -5.715 -0.100 -4.309
H -4.313 2.281 -5.658
H -1.480 2.206 -5.964
H -0.660 0.707 -4.033
```

Results
ΔE to the lowest compared entry with this formula, charge and spin ... 431.0 kJ/mol
LUMO energy (spin up / spin down) ... -0.2 / -0.2 eV
HOMO-LUMO gap (spin up / spin down) ... 4.99 / 4.88 eV